# C18H37BN4O5S2

A structure of composition C18H37BN4O5S2 (the ωB97M-V functional and the def2-TZVPD basis, the OMol25 dataset).

Structure (XYZ):
```
67
Properties=species:S:1:pos:R:3
C -3.841 3.016 0.559
B -3.558 1.850 -0.454
O -4.101 1.947 -1.709
C -2.652 0.551 -0.127
C -1.545 1.020 0.673
N -0.633 1.463 1.274
C -2.042 0.028 -1.448
C -1.361 -1.323 -1.312
O -0.173 -1.255 -0.560
C -0.996 -1.803 -2.751
N 0.335 -2.413 -2.784
C -3.435 -0.556 0.600
C -4.486 -0.996 -0.288
N -5.372 -1.377 -0.938
C -4.019 -0.143 1.960
C -3.703 -1.234 2.960
C -2.212 -1.309 3.197
C -1.601 -0.007 3.637
N -0.166 -0.137 3.921
C 0.558 -0.412 2.744
C 1.556 0.617 2.307
O 0.394 -1.434 2.109
H -4.898 3.237 0.489
H -3.607 2.800 1.588
H -3.337 3.926 0.265
H -3.857 2.806 -2.064
H -1.273 0.714 -1.762
H -2.801 -0.082 -2.202
H -2.035 -2.077 -0.936
H -0.314 -1.664 0.296
H -1.029 -0.957 -3.419
H -1.718 -2.542 -3.076
H 0.513 -2.719 -3.731
H 0.343 -3.258 -2.231
H -2.807 -1.409 0.789
H -3.622 0.801 2.295
H -5.087 -0.033 1.873
H -4.292 -1.142 3.857
H -3.977 -2.166 2.480
H -1.949 -2.040 3.945
H -1.770 -1.656 2.276
H -2.101 0.272 4.556
H -1.802 0.797 2.946
H 0.152 0.774 4.220
H 1.104 1.595 2.226
H 2.320 0.656 3.070
H 1.987 0.313 1.375
C 4.930 -0.528 -1.113
S 5.242 0.471 0.345
O 3.912 0.781 0.946
C 5.763 1.940 -0.548
H 4.545 -1.490 -0.781
H 4.195 -0.028 -1.744
H 5.864 -0.674 -1.655
H 4.967 2.259 -1.222
H 6.672 1.718 -1.108
H 5.966 2.720 0.182
C 4.715 -0.549 -3.297
S 4.071 0.949 -2.540
O 4.767 1.106 -1.232
C 2.437 0.292 -2.199
H 5.757 -0.374 -3.555
H 4.643 -1.376 -2.591
H 4.146 -0.770 -4.201
H 2.509 -0.590 -1.565
H 1.937 0.042 -3.133
H 1.870 1.063 -1.680
```

total charge	0
total energy	-2123.58562	hartree
ΔE to the lowest compared entry with this formula, charge and spin	24.064	eV